[1]
C28H57ClN2O7 | the ωB97M-V functional and the def2-TZVPD basis

The HOMO-LUMO gap comes out at 9.09 eV.

Geometry (Å):
C -4.7240 -4.8576 2.9553
C -4.7696 -3.3202 3.0427
C -3.3542 -2.7170 2.7696
C -3.2167 -1.3425 3.4321
C -1.9066 -0.5893 3.1173
C -0.6280 -1.4710 3.0780
C -0.3047 -1.7248 1.6007
C 0.8978 -2.6660 1.3861
C 0.5990 -3.9724 0.6419
C 0.3644 -3.8235 -0.8615
C -0.9106 -3.0790 -1.2393
O -0.6663 -1.6956 -1.3483
C -1.7750 -1.1139 -1.9239
O -2.2787 -0.1496 -1.5693
C -2.0825 -2.0611 -3.0950
C -1.6650 -3.4586 -2.5574
C -0.9845 -4.3607 -3.6013
C -1.7902 -5.6144 -3.8252
O -1.4118 -6.6759 -3.6992
Cl -3.4955 -5.3301 -4.3311
H -4.8791 -5.3010 3.9397
H -3.7578 -5.2132 2.5965
H -5.4749 -5.2518 2.2733
H -5.0933 -2.9512 4.0147
H -5.3993 -2.9259 2.2474
H -2.6278 -3.4200 3.1751
H -3.2752 -2.6540 1.6842
H -3.3949 -1.4652 4.5026
H -4.0315 -0.7360 3.0231
H -1.7723 0.2109 3.8475
H -2.0139 -0.0899 2.1529
H 0.1631 -0.9090 3.5689
H -0.7789 -2.4394 3.5568
H -1.2257 -2.0966 1.1582
H -0.1072 -0.7783 1.1032
H 1.7500 -2.1551 0.9373
H 1.2434 -2.9553 2.3854
H 1.4803 -4.6099 0.7631
H -0.2165 -4.5404 1.0958
H 0.2661 -4.8359 -1.2705
H 1.2196 -3.3902 -1.3869
H -1.6144 -3.3800 -0.4533
H -3.0517 -1.9981 -3.5722
H -1.2870 -1.7951 -3.8026
H -2.6202 -3.8456 -2.2031
H -0.9908 -3.8105 -4.5454
H 0.0518 -4.5732 -3.3619
C 0.7532 5.9246 3.6581
O 1.8646 5.5406 2.8695
C 3.0523 5.3152 3.6221
C 3.4335 3.8479 3.5966
N 2.4933 3.0461 4.3724
C 2.6595 1.6039 4.2053
C 2.3852 1.0125 2.8236
O 1.0284 1.0795 2.4251
C 0.6424 2.2904 1.7955
H -0.0584 6.1879 2.9811
H 0.4156 5.1042 4.2998
H 0.9899 6.7968 4.2746
H 2.9559 5.6807 4.6485
H 3.8485 5.8887 3.1383
H 4.4364 3.7294 4.0174
H 3.4627 3.5322 2.5456
H 1.5505 3.2930 4.0994
H 1.9757 1.1247 4.9114
H 3.6736 1.3295 4.5135
H 2.6235 -0.0550 2.8792
H 3.0391 1.4276 2.0482
H 1.4614 2.7422 1.2315
H 0.2502 3.0040 2.5256
H -0.1675 2.0583 1.1014
C -1.2026 3.0334 -5.1955
O -0.2066 2.1395 -5.6605
C 0.9082 2.7856 -6.2684
C 2.1547 2.6084 -5.4235
N 2.0670 3.3779 -4.1873
C 3.1190 3.0734 -3.2195
C 3.1399 1.6674 -2.6229
O 2.0330 1.3808 -1.7874
C 0.8784 0.9034 -2.4620
H -2.0531 2.4391 -4.8641
H -0.8438 3.6251 -4.3473
H -1.5344 3.7032 -5.9941
H 0.7078 3.8434 -6.4608
H 1.0707 2.2970 -7.2337
H 3.0269 2.9445 -5.9921
H 2.2677 1.5345 -5.2245
H 1.1718 3.1966 -3.7519
H 3.0039 3.7816 -2.3948
H 4.0913 3.2805 -3.6785
H 4.0221 1.6033 -1.9787
H 3.2651 0.8889 -3.3847
H 1.1302 0.3264 -3.3567
H 0.2148 1.7329 -2.7219
H 0.3391 0.2611 -1.7750


[2]
C28H58BBa2F4NO14 | the ωB97M-V functional and the def2-TZVPD basis

The total charge is +2. The HOMO-LUMO gap comes out at 6.11 eV.

Geometry (Å):
Ba -0.1225 -3.6360 0.4620
Ba -2.9437 -1.9660 3.6198
B -3.5430 -3.8090 0.8047
F -4.5044 -3.7127 -0.1656
F -2.6905 -4.9420 0.6308
F -2.7928 -2.6591 0.6833
F -4.0467 -3.8244 2.1199
C -0.3692 1.0303 1.5584
C -0.4578 -0.4475 1.2842
O -0.7877 -1.2772 2.2161
O -0.3624 -0.8186 0.0971
H 0.6409 1.3624 1.7871
H -1.0194 1.2161 2.4167
H -0.7848 1.5846 0.7240
C 2.4673 -1.0273 -4.1336
C 3.0777 0.1009 -4.6864
C 2.7420 1.3600 -4.2229
C 1.8082 1.4815 -3.2107
C 1.1486 0.3846 -2.7008
C 1.4985 -0.8724 -3.1549
N 1.5269 2.8019 -2.6474
O 0.9202 2.8424 -1.5865
O 1.8844 3.7780 -3.2722
H 2.6715 -1.9614 -4.6439
H 3.8286 -0.0247 -5.4533
H 3.0953 2.2322 -4.7559
H 0.3749 0.5045 -1.9554
H 0.8771 -1.7160 -2.8699
C -2.0456 -2.1964 -2.4827
O -1.2634 -3.3735 -2.3491
C -2.0228 -4.5429 -2.6573
C -1.1711 -5.7847 -2.5374
O -0.5017 -5.6927 -1.2885
C 0.1467 -6.9158 -0.8779
H -3.0242 -2.2761 -2.0029
H -2.1250 -1.8414 -3.5118
H -1.5157 -1.4170 -1.9284
H -2.5432 -4.4153 -3.6078
H -2.8085 -4.6997 -1.9062
H -0.5132 -5.9176 -3.4079
H -1.7819 -6.6940 -2.5463
H -0.5824 -7.7231 -0.8400
H 0.5837 -6.6906 0.0947
H 0.9473 -7.1524 -1.5798
C 5.5619 4.2713 0.4685
O 4.3752 3.7279 0.9453
C 4.3959 3.3735 2.3102
C 4.6743 1.9074 2.5314
O 3.5385 1.0905 2.2892
C 3.2823 0.8717 0.9153
H 5.5903 4.4738 -0.6002
H 6.4705 3.6891 0.6802
H 5.7289 5.2485 0.9501
H 3.3696 3.5609 2.6421
H 5.0465 4.0159 2.9141
H 5.0506 1.7246 3.5433
H 5.5190 1.5189 1.9430
H 2.5591 1.5918 0.5154
H 2.8995 -0.1459 0.8488
H 4.1233 0.9844 0.2219
C 2.2864 -4.3656 -2.4437
O 2.2839 -3.8368 -1.1207
C 3.5462 -3.3092 -0.7490
C 3.5607 -3.0946 0.7646
O 2.2701 -2.7911 1.2560
C 2.3127 -2.5565 2.6730
H 1.2537 -4.4657 -2.7653
H 2.7652 -5.3506 -2.4669
H 2.8391 -3.7272 -3.1345
H 3.6920 -2.3727 -1.2929
H 4.3662 -4.0146 -0.9056
H 4.3764 -2.4359 1.0743
H 3.8579 -4.0664 1.1944
H 1.3867 -2.0936 3.0096
H 3.0839 -1.8148 2.9015
H 2.5632 -3.4816 3.1989
C -0.6263 8.7524 -0.4391
O -1.2278 7.6703 0.2512
C -1.2719 6.4756 -0.4553
C -1.2255 5.2887 0.4597
O -2.3202 5.3033 1.3617
C -2.1529 4.3273 2.3467
H -1.3252 9.5875 -0.4047
H -0.4074 8.5111 -1.4821
H 0.3187 9.0277 0.0344
H -0.4446 6.3745 -1.1684
H -2.1889 6.4197 -1.0643
H -0.2777 5.3235 1.0120
H -1.2936 4.3917 -0.1701
H -1.2071 4.4870 2.8942
H -2.1221 3.3295 1.9099
H -2.8939 4.4850 3.1291
C -6.0478 -1.8339 3.0064
O -5.0406 -1.0799 2.4088
C -5.3637 -0.3843 1.1989
C -4.1528 0.4503 0.8786
O -3.6985 1.1778 2.0054
C -4.6304 2.1722 2.4644
H -6.6009 -2.6543 2.5252
H -6.9269 -1.3320 3.4324
H -5.5678 -2.3575 3.8421
H -6.2210 0.2759 1.3385
H -5.5567 -1.1441 0.4401
H -4.2827 1.0762 -0.0099
H -3.3148 -0.2123 0.6289
H -4.1796 2.6188 3.3457
H -5.5897 1.7329 2.7388
H -4.7061 2.9605 1.7126